Record 1
A molecular structure, C25H18F6N4O10S3Tl, computed with wB97M-V/def2-TZVPD.

LUMO in eV: -4.0
Charge: +1
Energy in eV: -106151.4228
Kohn-Sham gap in eV: 6.9
Max |F| in eV/Å: 0.6

Last column: Löwdin charge in e.
Positions of all 67 atoms, in Å:
Tl -0.247 0.226 0.219  1.1047
O -4.119 -2.150 1.053  0.1797
C -2.943 -1.563 0.929  -0.4267
O -2.651 -0.795 0.041  0.0908
C -1.974 -1.948 2.004  -0.1310
C -2.308 -2.749 3.084  0.0625
C -1.323 -3.042 4.015  0.0267
C -0.043 -2.542 3.829  0.0698
C 0.193 -1.751 2.717  -0.1673
N -0.752 -1.459 1.837  0.1382
C 1.531 -1.162 2.395  -0.4588
O 2.452 -1.419 3.289  0.2056
O 1.734 -0.535 1.371  0.0421
H -4.699 -1.846 0.336  0.1602
H -3.315 -3.125 3.185  0.1354
H -1.550 -3.656 4.875  0.1312
H 0.756 -2.747 4.525  0.1393
H 3.286 -0.993 3.024  0.1718
C 4.478 5.919 2.966  -0.0391
C 3.285 5.008 2.955  -0.2543
C 2.228 5.192 3.838  -0.0198
C 1.122 4.354 3.819  -0.0405
C 1.080 3.319 2.901  -0.2846
C 2.127 3.109 2.008  -0.0405
C 3.218 3.954 2.040  -0.0158
S -0.294 2.217 2.893  0.6331
O 0.149 0.895 3.283  -0.2948
O -1.357 2.823 3.636  -0.2625
N -0.688 2.047 1.328  -0.1860
C -1.286 3.052 0.571  -0.2341
C -1.572 4.320 1.011  0.0078
C -2.174 5.275 0.163  -0.0397
C -2.506 4.981 -1.126  -0.0231
C -2.235 3.685 -1.624  -0.1359
C -2.547 3.290 -2.943  0.0297
C -2.261 2.026 -3.383  -0.0109
C -1.647 1.135 -2.492  -0.0840
N -1.354 1.489 -1.261  0.0243
C -1.625 2.732 -0.784  -0.1346
H 4.400 6.670 3.750  0.0788
H 4.578 6.435 2.010  0.0892
H 5.396 5.353 3.127  0.0883
H 2.268 6.005 4.552  0.1187
H 0.298 4.504 4.503  0.1189
H 2.086 2.305 1.284  0.0898
H 4.032 3.798 1.341  0.1250
H -1.360 4.606 2.030  0.1053
H -2.373 6.259 0.564  0.1173
H -2.972 5.711 -1.774  0.1198
H -3.015 4.010 -3.602  0.1302
H -2.487 1.705 -4.389  0.1191
H -1.387 0.127 -2.789  0.1239
F 2.556 -4.246 -1.650  0.1823
C 1.804 -3.445 -0.925  -0.6679
F 0.670 -4.065 -0.599  0.1496
F 2.442 -3.120 0.197  0.1506
S 1.373 -1.932 -1.914  0.6549
O 0.142 -1.441 -1.249  -0.3603
O 1.174 -2.357 -3.253  -0.2099
N 2.622 -1.058 -1.634  -0.2674
S 2.753 0.496 -1.573  0.6325
O 4.034 0.886 -1.106  -0.2136
O 1.589 1.135 -0.956  -0.3537
C 2.628 1.048 -3.326  -0.6785
F 2.748 2.366 -3.378  0.1696
F 1.435 0.698 -3.813  0.1417
F 3.580 0.477 -4.042  0.1765

Atoms 1-2, force components in eV/Å:
-0.171 0.088 0.530
0.017 0.076 -0.010



Record 2
2 unconnected molecules or ions with the total composition C2H3BrO in a non-equilibrium geometry, computed with wB97M-V/def2-TZVPD.

LUMO in eV: -0.8
Energy in eV: -74208.6519
Kohn-Sham gap in eV: 8.9
Max |F| in eV/Å: 5.4
Energy relative to the best compared isomer or geometry (same formula, charge and spin) in kcal per mole: 86.7

Last column: natural (NBO) charge in e.
Positions of all 7 atoms, in Å:
C -0.907 -0.439 -0.386  0.3155
C 0.012 0.040 0.654  -0.5032
O -0.696 -1.310 -1.219  -0.5504
Br -0.585 1.268 1.779  0.1513
H -1.984 0.098 -0.451  0.1349
H 0.977 -0.514 1.007  0.2788
H 0.394 1.158 -0.672  0.1731

Atoms 1-2, force components in eV/Å:
-2.346 -1.065 -2.101
3.592 0.475 -4.031



Record 3
H3NS2 in the gas phase in a non-equilibrium geometry, computed with wB97M-V/def2-TZVPD.

LUMO in eV: 0.5
Energy in eV: -23207.6970
Kohn-Sham gap in eV: 9.1
Structure (SMILES): SNS
Max |F| in eV/Å: 3.7
Energy relative to the best compared isomer or geometry (same formula, charge and spin) in kcal per mole: 29.7

Last column: natural (NBO) charge in e.
Positions of all 6 atoms, in Å:
N 0.043 -0.686 0.346  -0.9150
S 1.511 0.137 0.058  0.1528
S -1.423 0.151 -0.009  0.1819
H 0.112 -1.587 -0.080  0.3909
H 1.122 0.882 -1.117  0.0946
H -1.365 1.103 0.801  0.0948

Atoms 1-2, force components in eV/Å:
0.389 0.953 0.610
-0.514 1.258 -1.364



Record 4
A molecular structure, C24H37ClN2O3Ru in a non-equilibrium geometry, computed with wB97M-V/def2-TZVPD.

LUMO (alpha / beta) in eV: 3.0 / 1.4
Charge: -1
Energy in eV: -49711.7304
2S+1: 6
Kohn-Sham gap (alpha / beta) in eV: 3.4 / 5.8
Max |F| in eV/Å: 3.2
Energy relative to the best compared isomer or geometry (same formula, charge and spin) in kcal per mole: 31.7

Last column: natural (NBO) charge in e.
Positions of all 68 atoms, in Å:
Ru -0.045 0.095 0.027  0.9023
Cl -0.882 1.063 1.950  -0.5949
N -1.999 -0.500 -0.391  -0.5415
N 1.863 0.446 0.830  -0.5498
C -2.787 0.250 -1.120  0.6308
C 2.482 1.578 0.599  0.6274
C -2.837 -1.567 0.216  0.0703
C -4.215 -0.921 0.169  -0.0781
C -2.359 -1.944 1.595  -0.6470
C -2.821 -2.772 -0.699  -0.6192
H -2.319 -1.059 2.234  0.2403
H -1.360 -2.386 1.506  0.2727
H -3.055 -2.681 2.020  0.1862
H -3.279 -2.536 -1.671  0.1914
H -3.386 -3.591 -0.229  0.1930
H -1.785 -3.079 -0.847  0.2673
C 2.573 -0.232 1.949  0.0682
C 3.308 0.936 2.592  -0.0790
C 3.584 -1.197 1.362  -0.6132
C 1.614 -0.922 2.886  -0.6414
H 0.902 -0.193 3.277  0.2437
H 2.187 -1.369 3.710  0.1892
H 1.071 -1.704 2.344  0.2630
H 4.335 -0.660 0.763  0.1982
H 3.055 -1.907 0.724  0.2446
H 4.100 -1.732 2.173  0.1973
O 3.325 1.968 1.547  -0.4935
H 4.350 0.714 2.866  0.1837
H 2.776 1.347 3.460  0.1903
O -4.085 0.114 -0.876  -0.4949
H -4.485 -0.418 1.107  0.1901
H -5.025 -1.603 -0.136  0.1850
C -2.305 1.173 -2.167  -0.5266
C 2.310 2.394 -0.620  -0.5013
C 0.895 2.802 -0.866  -0.0226
H 2.677 1.782 -1.466  0.2263
H 2.958 3.271 -0.529  0.2311
C -0.117 1.813 -1.066  -0.3270
C -1.367 2.205 -1.633  0.1061
H 0.433 0.168 -1.504  0.0740
C -1.658 3.566 -1.795  -0.1281
C -0.700 4.517 -1.450  -0.2566
C -2.958 4.041 -2.383  -0.6276
C 0.578 4.157 -1.033  -0.0416
H -0.941 5.575 -1.563  0.1794
C 1.596 5.249 -0.833  -0.6341
H 1.113 6.220 -0.985  0.2056
H 2.420 5.180 -1.557  0.2010
H 2.019 5.241 0.180  0.2126
H -3.073 3.725 -3.429  0.1973
H -2.978 5.136 -2.371  0.2043
H -3.825 3.684 -1.812  0.2114
H -3.175 1.636 -2.642  0.2318
H -1.785 0.553 -2.921  0.2387
C 1.523 -4.073 1.207  -0.6303
C 0.971 -3.553 -0.128  0.2527
C 2.087 -3.408 -1.174  -0.6211
C 0.012 -4.638 -0.635  -0.6313
O 0.365 -2.329 0.062  -0.9487
H 1.882 -5.107 1.126  0.1816
H 0.740 -4.054 1.975  0.2018
H 2.352 -3.457 1.572  0.1975
H 2.650 -4.344 -1.258  0.1770
H 1.648 -3.162 -2.147  0.2028
H 2.776 -2.592 -0.937  0.1994
H -0.828 -4.774 0.049  0.1988
H -0.370 -4.387 -1.627  0.1968
H 0.512 -5.614 -0.719  0.1862

Atoms 1-2, force components in eV/Å:
0.473 -2.886 1.181
-0.710 1.034 1.383



Record 5
A molecular structure, C25H45N5O2OsSSb in a non-equilibrium geometry, computed with wB97M-V/def2-TZVPD.

LUMO (alpha / beta) in eV: -10.7 / -10.6
Charge: +3
Energy in eV: -58014.3318
Kohn-Sham gap (alpha / beta) in eV: 5.2 / 5.2
Max |F| in eV/Å: 3.3
Energy relative to the best compared isomer or geometry (same formula, charge and spin) in kcal per mole: 62.9

Last column: Löwdin charge in e.
Positions of all 80 atoms, in Å:
Os 0.364 -1.623 -1.334  1.2386
C 2.716 -4.531 0.754  0.0113
C 2.185 -3.347 0.041  -0.2511
N 0.900 -3.156 -0.176  -0.1996
N 0.033 -4.040 0.342  0.0381
C -1.225 -3.726 0.221  -0.7337
N -2.173 -4.529 0.679  0.1473
S -1.719 -2.173 -0.491  0.7084
C 3.023 -2.251 -0.423  -0.2081
C 4.376 -2.146 -0.140  0.0407
C 5.064 -1.008 -0.535  0.0142
C 4.392 -0.012 -1.235  -0.0058
C 3.049 -0.181 -1.506  -0.1132
N 2.368 -1.264 -1.101  -0.0912
H 1.986 -5.334 0.732  0.0888
H 2.918 -4.289 1.802  0.1107
H 3.649 -4.869 0.304  0.1029
H -1.936 -5.438 1.048  0.1405
H -3.146 -4.301 0.561  0.1162
H 4.879 -2.943 0.390  0.1338
H 6.116 -0.898 -0.304  0.1380
H 4.903 0.878 -1.574  0.1320
H 2.495 0.548 -2.083  0.1122
O -0.610 -1.838 -3.454  -0.0510
C -0.595 -0.607 -3.594  -0.6300
O -0.095 0.140 -2.691  -0.1651
C -1.185 0.014 -4.852  -0.1306
N -1.050 1.515 -4.786  0.1139
C -2.430 2.084 -4.585  -0.0834
C -3.309 1.102 -5.342  -0.1238
C -2.699 -0.262 -4.994  -0.0825
H -0.627 -0.368 -5.705  0.1795
H -0.659 1.875 -5.656  0.1968
H -0.419 1.745 -4.013  0.1582
H -2.472 3.105 -4.957  0.1445
H -2.646 2.075 -3.518  0.1346
H -3.256 1.290 -6.415  0.1344
H -4.352 1.173 -5.043  0.1363
H -2.895 -1.006 -5.761  0.1389
H -3.100 -0.644 -4.055  0.1296
C -2.393 -0.925 2.975  -0.1071
C -2.351 0.496 2.455  -0.6315
C -2.426 1.526 3.555  -0.0768
C -3.326 0.760 1.326  -0.1103
Sb -0.231 0.717 1.475  1.7627
C -0.020 2.827 0.583  -0.6602
C 1.461 3.043 0.320  -0.1040
C -0.816 2.815 -0.711  -0.1220
C -0.585 3.812 1.586  -0.0885
C 1.438 0.141 2.984  -0.6473
C 1.084 0.823 4.285  -0.0875
C 1.362 -1.372 3.053  -0.1062
C 2.752 0.619 2.403  -0.0980
H -3.395 -1.117 3.374  0.1144
H -1.690 -1.079 3.794  0.0767
H -2.208 -1.658 2.190  0.0324
H -3.410 1.435 4.031  0.1223
H -2.346 2.547 3.188  0.0661
H -1.682 1.364 4.334  0.0739
H -4.341 0.577 1.695  0.1132
H -3.167 0.097 0.478  0.0363
H -3.289 1.798 0.994  0.0733
H 1.906 2.213 -0.233  0.0597
H 2.022 3.200 1.239  0.0774
H 1.582 3.948 -0.284  0.1083
H -0.436 2.058 -1.393  0.0391
H -0.714 3.800 -1.181  0.1078
H -1.878 2.636 -0.534  0.0709
H -0.110 3.735 2.565  0.0886
H -1.664 3.705 1.698  0.0717
H -0.403 4.828 1.220  0.1166
H 0.178 0.414 4.734  0.0749
H 0.977 1.904 4.176  0.0874
H 1.898 0.657 4.999  0.1170
H 0.390 -1.726 3.396  0.0720
H 2.110 -1.728 3.770  0.1137
H 1.583 -1.829 2.084  0.0480
H 2.832 1.704 2.403  0.0735
H 2.920 0.243 1.390  0.0575
H 3.565 0.239 3.032  0.1127

Atoms 1-2, force components in eV/Å:
-1.999 1.940 1.692
0.077 -0.011 0.207